Computed, not measured: 2 unconnected molecules or ions with the total composition C9H13ClO at a distorted geometry, with wB97M-V/def2-TZVPD.

Summary:
energy above the lowest of the compared OMol25 structures with the same formula, charge and spin = 2.316 eV
E_HOMO = -7.6 eV
electronic energy = -886.0339 Ha

Positions of all 24 atoms, in Å:
C: 2.464 -0.705 0.414
C: 2.232 0.376 1.378
C: 2.020 -0.564 -0.837
C: 1.121 1.149 1.171
C: 1.324 0.707 -1.294
C: 0.517 1.244 -0.134
C: -0.832 -1.028 1.006
C: -2.103 0.133 -0.912
C: -1.316 0.202 0.333
O: -1.891 1.104 1.222
Cl: -0.049 2.944 -0.390
H: 2.894 -1.729 0.589
H: 2.703 0.334 2.376
H: 2.096 -1.376 -1.439
H: 0.749 1.818 1.888
H: 2.235 1.305 -1.628
H: 0.608 0.712 -2.084
H: -0.649 -1.832 0.392
H: -1.604 -1.555 1.521
H: -0.053 -0.986 1.777
H: -2.971 -0.386 -0.742
H: -2.306 1.068 -1.340
H: -1.455 -0.327 -1.577
H: -2.035 2.010 1.037